(1)
C39H24N10O2Tl as an isolated structure. Source: the Open Molecules 2025 dataset; level of theory: the ωB97M-V functional and the def2-TZVPD basis.

Last column: Löwdin charge in e.
Geometry (Å):
Tl -0.10731 0.11241 -0.15138  1.1387
C -3.81585 5.51989 0.45743  -0.0553
C -2.58075 6.17796 0.49094  -0.0527
C -1.39029 5.47363 0.55894  0.0046
C -1.46630 4.08882 0.59231  -0.0968
C -0.42994 3.05820 0.63340  -0.2528
N 0.87893 3.26970 0.62607  0.2241
C 1.85534 2.36840 0.56446  -0.2623
C 3.28795 2.64243 0.58258  -0.1073
C 3.99902 3.83188 0.68448  -0.0023
C 5.38064 3.75876 0.63749  -0.0620
C 6.04175 2.52917 0.50193  -0.0617
C 5.33687 1.34112 0.41000  -0.0023
C 3.95031 1.41062 0.44959  -0.1078
C 2.92520 0.37532 0.33918  -0.2478
N 3.14144 -0.93238 0.20646  0.2199
C 2.23294 -1.89599 0.10696  -0.2451
N 0.88237 -1.76463 0.00613  0.0263
C 0.23050 -2.96681 0.02067  -0.2429
N -1.07944 -3.17872 0.04184  0.2192
C -2.05481 -2.27997 0.12932  -0.2428
N -1.93220 -0.91779 0.17939  0.0271
C -3.12219 -0.28364 0.35263  -0.2573
N -3.33815 1.02542 0.46618  0.2159
C -2.42677 1.99147 0.55644  -0.2583
N -1.07896 1.85175 0.64691  0.0378
C -2.70469 3.42855 0.55218  -0.0991
C -3.89534 4.13732 0.48589  -0.0001
C -4.14226 -1.32980 0.38695  -0.0988
C -5.52076 -1.26563 0.53678  0.0000
C -6.22043 -2.45980 0.53827  -0.0555
C -5.56238 -3.68877 0.40283  -0.0546
C -4.18725 -3.75834 0.26215  0.0014
C -3.48149 -2.56270 0.25311  -0.0983
C 1.26841 -3.99425 0.07200  -0.0969
C 1.19368 -5.37955 0.10012  0.0020
C 2.38407 -6.08320 0.17135  -0.0542
C 3.61805 -5.42410 0.22295  -0.0544
C 3.69598 -4.04177 0.20514  0.0016
C 2.50608 -3.33347 0.12395  -0.0963
N 1.72904 1.01431 0.42312  0.0335
H -4.72363 6.10613 0.40668  0.1100
H -2.55931 7.25912 0.46050  0.1109
H -0.43337 5.97700 0.57864  0.1203
H 3.48327 4.77671 0.79165  0.1198
H 5.96650 4.66522 0.71428  0.1092
H 7.12324 2.51261 0.47629  0.1093
H 5.83995 0.38926 0.30663  0.1205
H -4.84620 3.62257 0.45803  0.1187
H -6.02174 -0.31378 0.64904  0.1190
H -7.29635 -2.44808 0.64969  0.1102
H -6.14417 -4.60076 0.41272  0.1105
H -3.67365 -4.70495 0.16426  0.1194
H 0.23764 -5.88386 0.06707  0.1194
H 2.36410 -7.16464 0.19018  0.1105
H 4.52585 -6.00963 0.27998  0.1103
H 4.64521 -3.52574 0.25182  0.1192
O 3.65595 2.13763 -2.78556  -0.0444
C 3.26470 2.72105 -4.01202  -0.2349
N 2.59551 3.98913 -3.88421  0.1113
C 1.27352 4.23788 -3.65586  -0.4328
O 0.82753 5.36540 -3.63482  0.0957
C 0.32163 3.08701 -3.44864  -0.0840
C -0.95702 3.19119 -3.98447  0.0421
C -1.89389 2.21057 -3.70393  -0.0054
C -1.54185 1.18363 -2.84870  -0.1032
N -0.32014 1.09368 -2.31088  0.0003
C 0.59821 2.01885 -2.61445  -0.0651
H 4.41636 2.60384 -2.42035  0.0944
H 2.59848 2.00183 -4.48447  0.1315
H 4.12555 2.87055 -4.66373  0.1363
H 3.14623 4.83231 -3.95192  0.1539
H -1.20435 4.04825 -4.59713  0.1370
H -2.89215 2.25133 -4.11523  0.1220
H -2.25289 0.41393 -2.57091  0.1198
H 1.57115 1.90716 -2.15288  0.1021

LUMO energy (alpha / beta) = -4.329 / -4.309 eV
orbital gap (alpha / beta) = 4.918 / 4.965 eV
net charge = +1

(2)
C39H26F12IN6PS2Zr as an isolated structure in a non-equilibrium geometry. Source: the Open Molecules 2025 dataset; level of theory: the ωB97M-V functional and the def2-TZVPD basis.

Last column: Löwdin charge in e.
Geometry (Å):
Zr 0.45536 -1.40311 -1.25528  1.2197
C 5.40047 1.02312 -2.45043  0.0272
C 5.05238 -0.35552 -2.04284  -0.2968
N 5.83354 -1.38725 -2.05223  0.1684
N 5.07100 -2.42375 -1.59851  0.0783
C 3.82943 -2.06443 -1.30487  -0.7125
S 2.52836 -2.94931 -0.65130  0.6772
N 3.80192 -0.74148 -1.59340  -0.0856
N 2.61459 -0.03158 -1.44231  -0.0044
H 6.43959 1.03958 -2.76756  0.1045
H 5.27386 1.71712 -1.61816  0.0952
H 4.77512 1.35323 -3.28119  0.0940
H 5.47596 -3.34465 -1.50586  0.1825
H 2.63059 0.55073 -0.60041  0.0955
H 2.45636 0.57413 -2.24535  0.0675
S -0.84433 -4.87750 -3.93984  0.7796
C -0.60741 -3.94267 -2.71254  -0.9624
N -0.42157 -3.19308 -1.79007  -0.2010
F -6.55779 -1.97692 4.32659  0.1692
C -6.45197 -1.18591 3.25340  -0.5966
F -6.79262 0.05488 3.62649  0.1641
F -7.33562 -1.60071 2.34291  0.1584
C -5.03704 -1.20359 2.71527  -0.0831
C -4.00891 -0.80426 3.56496  0.0244
C -2.70437 -0.81014 3.11236  -0.0505
C -2.43999 -1.21676 1.80124  -0.3598
C -3.46950 -1.61123 0.95576  -0.0691
C -4.77879 -1.60598 1.41680  0.0192
P -0.75446 -1.33127 1.23562  1.0250
C 0.19563 0.12661 1.72999  -0.3844
C 1.59209 0.05872 1.76796  -0.1145
C 2.34170 1.22530 1.82979  -0.0087
C 1.69973 2.45883 1.83571  -0.0907
C 0.31550 2.53000 1.86072  0.0197
C -0.43421 1.36795 1.80566  -0.0613
C 2.52875 3.72012 1.79489  -0.5898
F 3.04141 4.01442 2.99025  0.1798
F 3.56100 3.56563 0.93725  0.1304
F 1.81422 4.76724 1.37684  0.1602
C 0.05948 -2.72124 2.06418  -0.3745
C -0.05251 -3.97851 1.47225  -0.1089
C 0.54660 -5.08302 2.05772  0.0146
C 1.25363 -4.92992 3.24058  -0.0853
C 1.32271 -3.69249 3.86871  0.0253
C 0.71855 -2.59233 3.28700  -0.0617
C 2.00820 -6.11004 3.81178  -0.5929
F 2.22453 -5.97083 5.12230  0.1616
F 3.20379 -6.22713 3.21122  0.1575
F 1.34436 -7.25350 3.61598  0.1629
H -4.23560 -0.49289 4.57562  0.1402
H -1.90373 -0.49665 3.77068  0.1205
H -3.25828 -1.93181 -0.05737  0.0908
H -5.58950 -1.91225 0.77170  0.1307
H 2.10294 -0.89813 1.75461  0.0942
H 3.42251 1.17476 1.88713  0.1361
H -0.17428 3.49342 1.89195  0.1365
H -1.51460 1.43468 1.78915  0.1190
H -0.61473 -4.10726 0.55360  0.0846
H 0.45919 -6.05671 1.59602  0.1366
H 1.83727 -3.59525 4.81405  0.1344
H 0.76612 -1.63583 3.79211  0.1159
F -2.12544 7.96115 -0.96546  0.1549
C -0.91558 7.61410 -1.41423  -0.5946
F -0.77384 8.11731 -2.64830  0.1614
F -0.00056 8.20557 -0.63290  0.1590
C -0.72527 6.11600 -1.42235  -0.0940
C 0.50936 5.60801 -1.80945  0.0108
C 0.71682 4.24390 -1.82147  -0.0162
C -0.31473 3.37831 -1.44873  -0.2536
C -1.55354 3.89646 -1.07013  -0.0137
C -1.75685 5.26676 -1.05523  0.0168
C -0.10177 1.96360 -1.41680  -0.0776
C 0.11617 0.76410 -1.37358  -0.1871
H 1.30534 6.28356 -2.09261  0.1368
H 1.67893 3.84517 -2.11439  0.1163
H -2.35353 3.22474 -0.78836  0.1199
H -2.71320 5.67430 -0.76049  0.1290
I 1.45988 -1.43232 -4.35162  1.1249
C -0.57918 -1.02638 -4.29081  -0.7360
C -1.34382 -0.89820 -5.43434  -0.0751
C -2.69684 -0.65035 -5.26034  -0.0061
C -3.21285 -0.54743 -3.97501  -0.0048
C -2.36031 -0.68970 -2.89795  -0.0998
N -1.05202 -0.92216 -3.05709  -0.1613
H -0.90230 -0.99578 -6.41518  0.1183
H -3.34286 -0.54101 -6.12069  0.1317
H -4.26243 -0.35718 -3.80442  0.1256
H -2.71625 -0.60611 -1.87733  0.1080

LUMO energy = -6.747 eV
orbital gap = 7.002 eV
net charge = +2

(3)
C39H27BrF4N2O6PReSbSe4 as an isolated structure in a non-equilibrium geometry. Source: the Open Molecules 2025 dataset; level of theory: the ωB97M-V functional and the def2-TZVPD basis.

Last column: Löwdin charge in e.
Geometry (Å):
Re 0.31926 0.67140 -0.28206  0.5773
F 3.92077 -5.20006 -1.62936  0.2107
C 3.14925 -4.16355 -1.81246  -0.1098
C 2.37652 -4.05560 -2.95885  -0.1126
F 2.41838 -4.99135 -3.87401  0.1996
C 1.55282 -2.94935 -3.12371  -0.2019
F 0.82563 -2.88921 -4.23254  0.1359
C 1.46853 -1.93504 -2.17960  -0.2788
P 0.37903 -0.48690 -2.46089  0.9991
C -1.27643 -1.09304 -2.73271  -0.3607
C -2.22484 -0.25761 -3.32866  -0.1041
C -3.47841 -0.75739 -3.62923  -0.0578
C -3.79237 -2.08151 -3.34380  -0.0277
C -2.85547 -2.91045 -2.74133  -0.0327
C -1.59949 -2.41730 -2.42822  -0.0661
C 0.94891 0.42395 -3.88736  -0.3551
C 0.54075 0.00254 -5.15708  -0.0666
C 0.91156 0.73837 -6.27000  -0.0282
C 1.66290 1.89790 -6.12198  -0.0273
C 2.05782 2.32386 -4.86025  -0.0463
C 1.70797 1.58620 -3.74193  -0.1071
C 2.26914 -2.07359 -1.05597  -0.4347
Br 2.33348 -0.68662 0.31702  1.0561
C 3.09541 -3.15393 -0.85634  -0.2429
F 3.84024 -3.24768 0.22884  0.1300
H -1.96888 0.75629 -3.60794  0.0561
H -4.19939 -0.12143 -4.12578  0.1029
H -4.76529 -2.47484 -3.60847  0.1264
H -3.09515 -3.94425 -2.53285  0.1245
H -0.87355 -3.07279 -1.96457  0.1126
H -0.06530 -0.88438 -5.28227  0.1123
H 0.60774 0.40756 -7.25365  0.1265
H 1.94859 2.46756 -6.99616  0.1271
H 2.64113 3.22772 -4.74831  0.1235
H 2.04456 1.91257 -2.76596  0.0569
Se -3.83962 3.17301 -4.80405  0.0867
Sb -2.62800 3.80588 -2.67647  0.5777
Se -0.82247 2.49992 -1.19437  0.0769
Se 1.51546 2.63440 0.10706  0.7800
Se -1.79691 4.49356 -4.92880  0.0863
O 2.96929 2.22978 1.24902  -0.4040
C 2.69658 1.63054 2.43949  -0.5818
O 1.62296 1.11025 2.66087  0.0114
C 3.84716 1.67151 3.37151  -0.1443
C 4.43516 2.88743 3.70392  0.0179
C 5.44192 2.91760 4.65522  0.0408
C 5.85319 1.72206 5.21128  -0.1073
C 5.30616 0.49994 4.87071  0.0332
C 4.27278 0.47894 3.95059  0.0069
N 6.92407 1.75263 6.23977  -0.3427
O 7.39636 0.68706 6.57135  0.1096
O 7.23560 2.83917 6.67323  0.1150
H 4.10199 3.80654 3.24103  0.1297
H 5.90946 3.84157 4.96234  0.1349
H 5.68645 -0.40212 5.32730  0.1320
H 3.80676 -0.46082 3.68129  0.1204
C -4.71075 -1.87860 2.38733  -0.0064
O -3.83448 -0.75708 2.16961  -0.0633
C -4.08010 0.04545 1.12802  -0.2177
C -4.94629 -0.28813 0.08494  0.0241
C -5.22893 0.62173 -0.91637  -0.0333
C -4.68036 1.90047 -0.89126  -0.1329
C -3.83928 2.24520 0.14511  -0.1230
C -3.48936 1.31504 1.12017  -0.1460
N -2.65432 1.84328 2.16729  0.1746
C -1.80044 1.38731 3.04011  0.0653
C -1.14691 0.11369 3.19893  -0.1597
C -0.81277 -0.20230 4.52206  0.0201
C -0.24620 -1.42323 4.84930  -0.0115
C -0.00098 -2.34802 3.84235  -0.0001
C -0.26169 -2.02537 2.51178  -0.0054
C -0.77338 -0.78905 2.19965  -0.2616
O -0.73570 -0.43966 0.81661  -0.3041
H -4.39621 -2.31161 3.33156  0.1061
H -4.60268 -2.61474 1.59096  0.0998
H -5.74302 -1.53841 2.45838  0.1139
H -5.42789 -1.25523 0.08132  0.1221
H -5.91934 0.34309 -1.70088  0.1273
H -4.94758 2.63065 -1.64351  0.0578
H -3.45048 3.25314 0.22062  0.0878
H -2.81394 2.83963 2.26720  0.1748
H -1.52696 2.13474 3.77918  0.1663
H -1.04089 0.51401 5.30152  0.1385
H -0.00018 -1.64926 5.87684  0.1301
H 0.40762 -3.32106 4.07976  0.1307
H -0.05666 -2.73259 1.71759  0.1293

LUMO energy (alpha / beta) = -10.440 / -10.439 eV
orbital gap (alpha / beta) = 5.142 / 5.143 eV
net charge = +3

Relative energy (zero: lowest compared OMol25 entry of this formula, charge and spin) readings, ordered: 0.0, 51.5, 34.9 kcal/mol
E readings, ordered: -64517.96606, -122745.18512, -416370.99915 eV